Computed, not measured: a molecular structure, C12H26BF10N3O7PdS2 at a distorted geometry, with ωB97M-V/def2-TZVPD.

Output
2S+1 = 3
E_HOMO (spin up / spin down) = -9.783 / -10.274 eV
energy above the lowest of the compared OMol25 structures with the same formula, charge and spin = 34.58 kJ/mol

Each line ends with the Mulliken spin population.
Geometry (Å):
Pd 0.4590 -0.1174 0.1612  1.470
B 1.3154 -3.0734 -1.1349  0.006
F 0.6956 -2.9749 -2.2838  0.000
F 2.6729 -2.9295 -1.3804  0.001
F 0.8214 -2.1158 -0.2130  0.052
F 1.1047 -4.2852 -0.6182  0.003
C -1.2818 4.0630 -0.5361  0.000
F -2.4939 3.9365 -1.0015  0.000
F -0.3558 3.8399 -1.3993  0.001
F -1.1034 5.2841 -0.1123  0.000
S -0.9618 2.8147 0.9331  -0.003
O -1.1364 3.4926 2.2673  0.002
O -1.9714 1.7555 0.6969  0.003
N 0.5903 1.9287 0.6722  0.079
S 1.5146 2.9044 1.3439  0.001
O 1.3547 4.3445 1.0613  0.017
O 1.8102 2.6457 2.7881  0.001
C 3.2009 2.4940 0.4738  -0.002
F 3.1479 3.0457 -0.7526  0.000
F 4.1695 3.1392 1.1570  0.000
F 3.3373 1.1698 0.4089  -0.001
C 3.0836 -1.0261 2.1619  0.001
O 1.7785 -0.6202 1.9137  0.070
C 0.8476 -1.2533 2.8105  -0.002
C -0.5063 -0.5358 2.7294  -0.009
N -1.2452 -0.8067 1.5065  0.149
C -1.6173 -2.2106 1.1530  -0.009
C -2.9780 -2.6230 1.7110  0.010
O -4.0775 -1.9762 1.0370  -0.001
C -4.8079 -2.7888 0.1974  0.000
H 3.1590 -1.9717 2.6987  0.000
H 3.6110 -0.3449 2.8297  0.001
H 3.7292 -0.9949 1.2842  0.003
H 1.2007 -1.1507 3.8366  0.000
H 0.8168 -2.3359 2.6881  -0.001
H -0.3940 0.5427 2.8405  0.009
H -1.1186 -0.7795 3.5977  0.002
H -2.1283 -0.3464 1.6750  -0.004
H -0.9952 -2.9726 1.6224  0.002
H -1.7023 -2.2110 0.0663  0.002
H -3.1800 -2.4002 2.7587  0.000
H -3.0571 -3.7101 1.7111  0.000
H -5.6659 -2.2501 -0.2048  0.000
H -5.3060 -3.6357 0.6695  0.000
H -4.2871 -3.1919 -0.6711  0.000
C 2.2545 1.5789 -3.5900  0.006
C 1.3193 1.0051 -2.4321  -0.022
C -0.0251 0.4503 -2.9742  0.000
O -0.7686 0.1172 -1.8068  0.050
C -2.2088 -0.0540 -1.9983  0.004
N 2.0002 -0.0611 -1.6908  0.105
H 1.7190 2.2897 -4.2194  0.001
H 2.6268 0.7968 -4.2517  -0.001
H 3.1577 2.0792 -3.2408  0.000
H 1.2111 1.8987 -1.8174  0.000
H 0.1118 -0.3289 -3.7240  0.000
H -0.5134 1.3909 -3.2293  0.003
H -2.6541 -0.4199 -1.0731  0.000
H -2.5505 -0.7225 -2.7887  0.001
H -2.7772 0.8450 -2.2367  0.000
H 2.9530 0.2510 -1.8134  0.002
H 2.0950 -0.8846 -2.2678  0.000

Forces on atoms 1 to 6 (eV/Å):
Pd 0.24 -0.07 -1.02
B 1.96 -1.15 0.27
F -2.29 1.19 -3.30
F 1.07 0.99 0.43
F -0.26 -0.18 0.83
F -0.57 -2.10 1.65